{
  "formula": "C5H6O2",
  "method": "the ωB97M-V functional and the def2-TZVPD basis",
  "symbols": ["O", "C", "C", "O", "C", "C", "C", "H", "H", "H", "H", "H", "H"],
  "xyz": [[-1.98151, -1.83427, -0.65850], [-1.61636, -1.10405, 0.22826], [-0.92157, 0.20590, 0.18784], [-0.29612, 0.48552, 1.39914], [1.05771, 1.18391, 0.14807], [1.52845, -0.16513, -0.08165], [0.24813, 0.36994, -0.75448], [-1.83253, -1.53001, 1.21812], [-1.68637, 0.94986, -0.08272], [1.55699, 2.15118, 0.09753], [2.45684, -0.32204, -0.62652], [1.31248, -0.87706, 0.72019], [0.14227, 0.52061, -1.82144]],
  "homo_ev": -9.449,
  "mol_weight_g_mol": 98.1,
  "e_lumo_ha": -0.01163,
  "relative_energy_ev": 4.807
}